102
Properties=species:S:1:pos:R:3 method="wB97M-V/def2-TZVPD" smiles="Oc1ccc(O)cc1.Oc1ccc(O)cc1.Oc1ccc(O)cc1.Oc1ccc(O)cc1.Oc1ccc(O)cc1.NC(N)=O.NC(N)=O.NC(N)=O.NC(N)=O" mol_weight_g_mol=790.784 e_homo_ha=-0.2790 gap_ev=7.6 e_lumo_ev=-0.005 charge=0 e_tot_ev=-76587.194
O -7.003 5.636 0.608
C -7.010 4.342 0.130
C -6.939 3.343 1.044
C -6.844 2.012 0.601
C -7.003 1.713 -0.780
O -7.009 0.405 -1.170
C -7.133 2.776 -1.691
C -7.030 4.092 -1.263
H -7.039 6.182 -0.181
H -6.946 3.623 2.087
H -6.823 1.205 1.319
H -6.756 -0.209 -0.476
H -7.190 2.561 -2.748
H -7.105 4.846 -2.032
O -2.841 2.109 9.957
C -2.672 2.510 8.699
C -1.960 1.574 7.857
C -1.602 1.859 6.556
C -2.017 3.048 5.980
O -1.902 3.256 4.628
C -2.694 4.017 6.791
C -2.884 3.750 8.160
H -2.303 1.337 10.151
H -1.710 0.634 8.326
H -1.271 1.010 5.977
H -1.511 2.588 4.060
H -3.180 4.877 6.355
H -3.233 4.497 8.858
O 9.506 -1.443 1.492
C 8.171 -1.621 1.777
C 7.144 -1.019 1.078
C 5.858 -1.283 1.581
C 5.619 -2.035 2.717
O 4.368 -2.287 3.245
C 6.698 -2.634 3.319
C 7.997 -2.393 2.941
H 9.662 -0.991 0.660
H 7.267 -0.415 0.191
H 4.957 -0.942 1.092
H 3.680 -1.951 2.666
H 6.474 -3.236 4.186
H 8.876 -2.830 3.391
O 4.521 -4.538 -5.717
C 4.869 -3.227 -5.691
C 3.855 -2.248 -5.513
C 4.220 -0.988 -5.475
C 5.578 -0.667 -5.660
O 5.925 0.601 -5.543
C 6.568 -1.639 -5.739
C 6.195 -2.949 -5.689
H 3.572 -4.561 -5.570
H 2.803 -2.492 -5.490
H 3.480 -0.225 -5.283
H 6.817 0.872 -5.771
H 7.578 -1.255 -5.743
H 6.947 -3.723 -5.728
O 6.349 5.699 3.659
C 5.813 5.287 2.448
C 4.463 5.209 2.223
C 4.007 4.905 0.943
C 4.947 4.634 -0.054
O 4.397 4.390 -1.270
C 6.301 4.620 0.186
C 6.716 5.095 1.404
H 6.654 4.891 4.077
H 3.683 5.384 2.950
H 2.963 4.905 0.663
H 4.934 3.723 -1.705
H 7.020 4.360 -0.577
H 7.763 5.358 1.367
N -0.502 0.904 -2.193
C -0.819 0.112 -1.223
N -1.868 -0.595 -1.465
O -0.346 0.106 -0.079
H 0.095 1.699 -2.016
H -1.030 0.685 -3.025
H -2.347 -0.680 -0.579
H -2.325 -0.632 -2.365
N -2.995 -7.334 -1.907
C -2.578 -6.697 -2.941
N -3.455 -5.774 -3.151
O -1.578 -6.870 -3.605
H -2.345 -8.032 -1.576
H -3.722 -6.849 -1.401
H -4.283 -5.599 -2.600
H -3.186 -5.166 -3.911
N -5.047 -1.171 -6.849
C -3.853 -1.010 -7.271
N -3.722 -1.496 -8.456
O -2.954 -0.436 -6.699
H -5.339 -0.834 -5.942
H -5.707 -1.657 -7.439
H -4.464 -1.745 -9.094
H -2.824 -1.308 -8.879
N -5.056 -4.736 3.863
C -6.019 -4.414 3.050
N -7.051 -4.176 3.744
O -6.091 -4.321 1.814
H -4.974 -4.483 4.837
H -4.251 -5.156 3.422
H -7.977 -4.168 3.342
H -6.990 -4.104 4.750


95
Properties=species:S:1:pos:R:3 method="wB97M-V/def2-TZVPD" mol_weight_g_mol=807.956 e_homo_ha="-0.5779 / -0.5799" gap_ev="7.0 / 3.9" e_lumo_ev="-8.686 / -11.840" multiplicity=6 s2=8.798 charge=+3 e_tot_ev=-94517.449
Ru 0.573 -0.062 -0.455
C -1.576 2.642 -4.530
C -0.937 3.250 -3.304
C -0.887 4.596 -3.090
C -0.235 5.140 -1.964
N 0.153 4.346 -0.968
N 0.073 3.025 -1.165
B 0.402 2.062 0.046
N 1.682 2.471 0.847
N 2.305 3.627 0.565
C 3.281 3.992 1.369
C 3.564 3.240 2.535
C 2.959 2.045 2.785
C 3.260 1.194 3.992
C 2.041 1.630 1.814
S 1.360 0.030 1.761
C 4.066 5.269 1.082
C 3.875 5.759 -0.356
C 3.577 6.350 2.064
C 5.556 4.972 1.328
N -0.894 2.114 1.044
N -0.837 3.144 1.842
C -1.813 3.314 2.767
C -2.901 2.449 2.824
C -2.988 1.371 1.980
C -4.129 0.393 2.072
C -1.911 1.201 1.074
S -1.868 -0.210 0.095
C -1.634 4.473 3.718
C -0.234 4.386 4.352
C -2.706 4.454 4.811
C -1.737 5.760 2.884
C -0.340 2.468 -2.307
S 0.028 0.786 -2.537
C 0.139 6.621 -1.968
C 0.620 7.163 -0.612
C -1.057 7.455 -2.468
C 1.300 6.733 -2.991
H -1.536 3.331 -5.373
H -2.631 2.430 -4.326
H -1.107 1.705 -4.828
H -1.309 5.265 -3.833
H 4.295 3.617 3.242
H 4.081 1.616 4.568
H 3.527 0.171 3.710
H 2.383 1.131 4.642
H 2.821 5.857 -0.617
H 4.345 5.072 -1.072
H 4.351 6.737 -0.463
H 2.516 6.580 1.909
H 4.151 7.268 1.913
H 3.716 6.040 3.109
H 5.898 4.108 0.747
H 5.784 4.797 2.386
H 6.145 5.837 1.014
H -3.680 2.614 3.559
H -4.898 0.764 2.748
H -3.779 -0.569 2.455
H -4.584 0.206 1.097
H -0.119 3.470 4.944
H -0.098 5.238 5.023
H 0.553 4.420 3.590
H -2.672 3.541 5.416
H -3.716 4.573 4.404
H -2.532 5.294 5.484
H -1.029 5.743 2.059
H -1.509 6.617 3.523
H -2.750 5.894 2.486
H -0.216 7.581 -0.051
H 1.335 7.973 -0.781
H 1.110 6.405 0.005
H -1.970 7.249 -1.893
H -1.269 7.305 -3.533
H -0.818 8.513 -2.341
H 2.193 6.197 -2.653
H 1.560 7.788 -3.117
H 1.011 6.341 -3.975
N 1.947 -1.935 -3.732
C 2.768 -1.687 -2.701
S 2.145 -1.826 -1.077
N 4.022 -1.450 -2.963
C 5.183 -1.033 -2.175
C 6.357 -0.988 -2.899
C 7.544 -0.611 -2.290
C 7.557 -0.276 -0.950
C 6.377 -0.319 -0.232
C 5.178 -0.695 -0.834
H 1.055 -2.348 -3.546
H 2.280 -1.978 -4.685
H 4.267 -1.575 -3.932
H 6.357 -1.260 -3.953
H 8.461 -0.592 -2.869
H 8.483 0.008 -0.467
H 6.383 -0.072 0.826
H 4.278 -0.737 -0.244


96
Properties=species:S:1:pos:R:3 method="wB97M-V/def2-TZVPD" smiles="O=S1(=O)CCCC1.O=S1(=O)CCCC1.O=S1(=O)CCCC1.O=S1(=O)CCCC1.Fc1ccccc1.Fc1ccccc1.Fc1ccccc1" relative_energy_ev=2.591 mol_weight_g_mol=769.004 e_homo_ha=-0.3222 gap_ev=8.9 e_lumo_ev=0.157 charge=0 e_tot_ev=-103877.663
O -3.140 6.407 2.491
S -2.895 6.800 1.154
O -3.945 6.656 0.166
C -2.283 8.449 1.018
C -0.736 8.338 0.891
C -0.687 7.013 0.056
C -1.428 5.976 0.611
H -2.423 9.058 2.034
H -2.740 8.753 0.248
H -0.353 9.067 0.367
H -0.264 8.210 1.966
H 0.421 6.831 -0.141
H -0.958 7.120 -0.988
H -0.981 5.499 1.375
H -1.677 5.156 -0.253
O -2.184 -4.171 -0.855
S -1.998 -5.607 -0.721
O -1.181 -6.398 -1.664
C -1.634 -6.088 0.924
C -2.561 -7.340 1.219
C -3.918 -6.783 0.669
C -3.657 -6.377 -0.607
H -1.851 -5.305 1.604
H -0.504 -6.322 1.074
H -2.079 -8.044 0.461
H -2.781 -7.648 2.423
H -4.484 -5.818 1.287
H -4.622 -7.673 0.784
H -4.382 -5.462 -0.939
H -3.720 -7.061 -1.241
O 4.151 1.695 -1.444
S 4.052 0.381 -0.811
O 3.321 0.267 0.431
C 3.726 -0.767 -2.029
C 5.018 -1.392 -2.385
C 5.709 -1.424 -1.051
C 5.665 -0.145 -0.552
H 3.281 -0.312 -2.939
H 3.136 -1.479 -1.608
H 5.136 -2.366 -2.845
H 5.646 -0.715 -3.117
H 6.777 -1.832 -1.030
H 5.195 -2.089 -0.407
H 6.288 0.519 -1.063
H 5.955 -0.026 0.319
O -1.981 -1.242 -4.243
S -1.006 -2.097 -5.028
O -1.063 -1.951 -6.456
C 0.645 -1.600 -4.593
C 1.242 -3.035 -4.068
C 0.151 -3.789 -3.580
C -0.976 -3.787 -4.467
H 0.721 -0.730 -4.011
H 1.032 -1.295 -5.518
H 1.618 -3.543 -5.184
H 2.067 -2.848 -3.394
H -0.289 -3.367 -2.599
H 0.601 -4.839 -3.338
H -1.830 -4.146 -3.936
H -0.770 -4.365 -5.197
F -2.166 0.322 4.310
C -2.384 -0.989 4.341
C -2.868 -1.663 3.175
C -2.824 -2.997 3.022
C -2.437 -3.800 4.225
C -2.137 -3.152 5.473
C -2.082 -1.760 5.470
H -3.155 -1.153 2.326
H -3.145 -3.417 2.083
H -2.648 -4.840 4.107
H -1.797 -3.771 6.284
H -1.516 -1.462 6.567
F -2.321 2.716 1.019
C -1.739 1.692 0.274
C -0.303 1.797 -0.222
C 0.166 0.726 -0.865
C -0.649 -0.423 -0.968
C -1.908 -0.672 -0.386
C -2.464 0.595 0.086
H 0.004 2.713 -0.181
H 0.998 0.820 -1.269
H 0.002 -1.259 -1.281
H -2.424 -1.504 -0.491
H -3.342 0.597 0.444
F 5.510 5.866 2.070
C 4.295 5.400 1.927
C 3.744 4.814 0.743
C 2.438 4.461 0.767
C 1.543 4.573 1.845
C 2.091 5.100 3.036
C 3.404 5.632 3.116
H 4.351 4.689 -0.159
H 2.192 3.959 -0.141
H 0.713 4.042 1.933
H 1.453 5.271 3.924
H 3.797 6.131 4.150


100
Properties=species:S:1:pos:R:3 method="wB97M-V/def2-TZVPD" relative_energy_ev=0.859 mol_weight_g_mol=1019.839 e_homo_ha=-0.1025 gap_ev=6.4 e_lumo_ev=3.574 charge=-2 e_tot_ev=-203882.678
K -0.823 0.081 0.816
S -1.892 -1.133 3.704
C -3.317 -0.221 3.480
N -3.760 0.709 4.256
N -4.960 1.306 3.740
C -4.810 2.473 2.985
C -3.619 2.791 2.332
C -3.538 3.928 1.541
C -4.631 4.770 1.387
C -5.817 4.459 2.043
C -5.910 3.327 2.833
N -4.135 -0.606 2.347
N -3.711 -0.225 1.255
C -4.518 -0.616 0.133
C -3.992 -0.331 -1.118
C -4.687 -0.694 -2.263
C -5.918 -1.321 -2.152
C -6.453 -1.584 -0.894
C -5.758 -1.236 0.252
H -5.589 1.456 4.515
H -2.753 2.158 2.446
H -2.599 4.130 1.042
H -4.562 5.650 0.760
H -6.684 5.102 1.934
H -6.843 3.081 3.330
H -3.033 0.171 -1.195
H -4.256 -0.502 -3.238
H -6.460 -1.609 -3.044
H -7.418 -2.069 -0.809
H -6.151 -1.434 1.239
C 6.174 -0.004 1.723
C 6.479 -0.909 0.530
S 5.202 -1.127 -0.723
C 3.863 -1.957 0.159
C 2.985 -1.121 1.095
S 2.376 0.395 0.306
C 2.671 1.683 1.543
C 4.001 1.714 2.292
S 5.528 1.643 1.305
H 7.096 0.124 2.295
H 5.459 -0.486 2.385
H 6.795 -1.884 0.915
H 7.323 -0.501 -0.031
H 4.269 -2.813 0.705
H 3.226 -2.373 -0.625
H 3.510 -0.856 2.009
H 2.133 -1.745 1.373
H 1.879 1.666 2.297
H 2.534 2.609 0.981
H 4.058 0.915 3.031
H 4.036 2.649 2.854
Br -0.158 -5.468 -6.165
C -0.746 -4.199 -4.872
C -1.921 -3.504 -5.101
N -2.389 -2.605 -4.240
C -1.677 -2.378 -3.135
C -0.485 -3.026 -2.830
C -0.011 -3.972 -3.724
C 0.312 -2.689 -1.562
O 1.259 -3.449 -1.300
O -0.078 -1.672 -0.942
H -2.498 -3.679 -6.002
H -2.055 -1.634 -2.446
H 0.911 -4.491 -3.499
C 2.779 1.790 -4.868
Si 1.909 0.126 -4.836
C 2.679 -0.969 -3.535
C 2.125 -0.682 -6.529
C 0.091 0.375 -4.494
Te -0.210 1.224 -2.521
C -0.489 3.219 -3.267
Si -2.271 3.571 -3.697
C -2.426 5.378 -4.221
C -2.818 2.507 -5.150
C -3.380 3.259 -2.229
H 3.845 1.664 -5.072
H 2.679 2.290 -3.901
H 2.362 2.445 -5.638
H 3.761 -1.042 -3.670
H 2.268 -1.981 -3.554
H 2.496 -0.557 -2.540
H 3.182 -0.844 -6.760
H 1.699 -0.059 -7.321
H 1.623 -1.652 -6.558
H -0.456 -0.569 -4.529
H -0.382 1.047 -5.214
H 0.198 3.351 -4.105
H -0.154 3.868 -2.455
H -1.774 5.603 -5.070
H -2.141 6.038 -3.398
H -3.453 5.621 -4.508
H -2.221 2.702 -6.045
H -3.866 2.704 -5.394
H -2.725 1.447 -4.903
H -2.853 3.492 -1.301
H -3.671 2.209 -2.167
H -4.294 3.858 -2.276
O 1.092 4.463 0.277
C 0.270 3.575 0.232
N -0.536 2.704 0.187


92
Properties=species:S:1:pos:R:3 method="wB97M-V/def2-TZVPD" relative_energy_ev=7.626 mol_weight_g_mol=672.466 e_homo_ha=-0.2430 gap_ev=7.2 e_lumo_ev=0.545 charge=0 e_tot_ev=-84299.066
Mg 0.200 0.606 0.372
C 3.239 1.348 1.593
C 3.550 0.080 0.798
C 5.001 0.121 0.316
P 2.268 -0.098 -0.531
C 2.609 -1.341 -1.794
C 3.905 -1.579 -2.540
C 2.293 -2.459 -0.693
C 2.332 1.653 -1.286
C 3.270 1.879 -2.296
C 3.218 2.926 -3.210
C 4.304 3.121 -4.234
C 2.117 3.768 -3.142
C 1.132 3.588 -2.189
C 1.206 2.562 -1.236
N 0.190 2.407 -0.302
C -1.125 2.973 -0.358
C -1.263 4.353 -0.101
C -2.480 4.988 -0.026
C -3.668 4.279 -0.204
C -5.012 4.949 -0.103
C -3.557 2.927 -0.453
C -2.331 2.245 -0.528
P -2.215 0.448 -0.799
C -3.297 -0.343 0.479
C -4.751 0.078 0.626
C -3.006 -0.854 2.810
C -2.979 0.017 -2.432
C -1.818 -0.147 -3.420
C -4.000 1.004 -2.989
H 4.045 1.526 2.308
H 2.315 1.250 2.165
H 3.169 2.222 0.944
H 3.410 -0.786 1.447
H 5.173 0.964 -0.357
H 5.302 -0.792 -0.194
H 5.663 0.245 1.176
H 1.748 -1.299 -2.463
H 4.759 -1.662 -1.874
H 4.107 -0.791 -3.264
H 3.825 -2.522 -3.087
H 3.196 -2.865 -0.235
H 1.642 -3.302 -0.969
H 1.655 -2.116 0.075
H 4.104 1.189 -2.381
H 4.804 2.178 -4.462
H 5.070 3.818 -3.882
H 3.904 3.522 -5.166
H 2.016 4.578 -3.858
H 0.267 4.239 -2.192
H -0.351 4.916 0.062
H -2.514 6.053 0.177
H -4.922 6.030 -0.212
H -5.480 4.754 0.865
H -5.694 4.588 -0.874
H -4.469 2.367 -0.615
H -3.257 -1.409 0.216
H -4.825 1.026 1.160
H -5.331 -0.671 1.167
H -5.217 0.192 -0.353
H -4.075 -0.713 2.978
H -2.458 -0.481 3.673
H -2.812 -1.929 2.689
H -3.442 -0.961 -2.264
H -1.269 0.793 -3.524
H -2.191 -0.430 -4.407
H -1.114 -0.906 -3.077
H -3.585 2.012 -3.020
H -4.923 1.039 -2.410
H -4.261 0.719 -4.011
C 0.410 -3.641 5.987
C 0.693 -2.623 4.921
O 0.360 -1.485 4.953
C 0.901 -4.007 3.015
C 0.262 -3.627 1.845
C -0.429 -4.501 1.041
C -0.417 -5.854 1.361
C 0.289 -6.284 2.476
C 0.942 -5.370 3.295
H -0.215 -3.194 6.754
H 1.355 -3.971 6.420
H -0.084 -4.516 5.564
H -0.873 -1.487 1.910
H -0.926 -4.104 0.155
H -0.942 -6.565 0.736
H 0.335 -7.338 2.717
H 1.485 -5.699 4.172
O -0.707 -1.919 -0.190
Cl 0.209 -1.845 1.152
O 1.493 -3.105 3.874
O -2.548 -0.125 1.683
O 1.098 -0.822 2.078